# C10H16Cl16F18NO4P2S2V

A structure of composition C10H16Cl16F18NO4P2S2V in a non-equilibrium geometry (wB97M-V/def2-TZVPD, the Open Molecules 2025 dataset).

Values from the calculation:
Calculated total energy in eV: -335533.469
Strongest force on any atom in Eh/bohr: 0.1164
Expectation value of S²: 3.7528
ΔE to the lowest compared entry with this formula, charge and spin in kJ/mol: 0.00
Lowest unoccupied orbital energy (alpha / beta) in eV: 1.77 / 1.76
Charge: -1
Spin multiplicity: 4

XYZ file:
```
70
Properties=species:S:1:pos:R:3:forces:R:3
V 2.10852 1.90656 -0.85432 0.5 -0.6 -0.3
P 2.69931 2.50991 -3.55502 -0.6 -0.6 -3.9
F 3.51329 2.71164 -2.17955 2.5 0.3 0.9
F 3.17875 3.93770 -4.08386 -0.1 -0.7 0.5
F 3.90243 1.67809 -4.29173 -1.3 1.4 0.8
F 1.63825 2.38686 -4.80044 1.4 -0.3 1.2
F 2.19559 1.07624 -2.91149 0.0 -0.7 0.3
F 1.48607 3.09509 -2.63383 -1.5 1.5 0.1
P 4.01050 1.37804 1.46521 2.3 -2.1 5.1
F 4.82168 2.70382 1.11288 -0.6 -0.1 -1.0
F 3.86368 0.88487 -0.10366 -0.3 0.1 0.1
F 5.40770 0.59156 1.67059 -0.4 0.2 -1.1
F 3.25835 0.03191 2.07922 -0.6 0.5 -2.4
F 4.00651 1.78427 3.03087 0.2 1.2 -0.3
F 2.59423 2.17504 1.25749 -0.8 0.3 -0.7
C -0.80089 1.64194 2.07603 0.5 -0.3 -1.3
F -0.70489 0.38651 2.47694 0.1 0.5 0.2
F -1.95706 2.16181 2.45160 0.0 0.1 0.2
F 0.21138 2.38338 2.53174 -0.7 -0.6 -0.2
S -0.81245 1.69788 0.11269 -0.3 0.3 -1.0
O -2.14294 1.31434 -0.37983 2.3 0.4 1.3
O -0.33443 3.01647 -0.22654 0.3 -0.1 0.4
N 0.49870 0.67992 -0.45492 -3.6 0.8 2.0
S -0.27805 -0.67398 -0.81953 -0.7 -4.8 -1.2
O -1.11857 -1.27630 0.25354 1.9 1.7 -1.6
O -0.85764 -0.71132 -2.15993 0.7 0.6 1.4
C 1.23282 -1.87370 -1.01243 -0.1 1.2 1.2
F 0.82796 -2.98746 -1.58585 0.0 0.1 0.0
F 2.18393 -1.29749 -1.76345 -0.5 -0.2 0.1
F 1.76663 -2.14485 0.19307 -0.4 0.1 -0.7
C 0.93464 -4.99997 -4.39499 0.0 0.3 -0.8
Cl 2.60173 -4.70232 -5.05558 -0.9 0.0 0.4
Cl 0.94041 -5.74810 -2.82476 0.2 -0.5 0.3
H 0.36503 -4.07677 -4.28847 0.5 0.1 -0.2
H 0.41516 -5.62231 -5.12364 0.2 -0.1 0.2
C -2.22724 -4.11786 1.13769 -1.4 0.2 -0.1
Cl -2.15185 -3.78290 2.86909 -0.1 0.1 0.3
Cl -0.76236 -4.88426 0.59295 0.2 0.1 -0.4
H -3.07834 -4.76776 0.93436 0.3 -0.4 0.3
H -2.52270 -3.19457 0.63935 1.0 0.1 -0.1
C 1.48232 4.71275 4.61107 0.3 -0.5 -0.7
Cl 1.49237 6.07863 5.73114 -0.2 -0.2 -0.1
Cl 2.98742 4.61817 3.66280 -0.1 0.2 0.2
H 1.40754 3.76382 5.14215 -0.1 0.3 0.2
H 0.68467 4.79230 3.87247 -0.1 0.3 0.4
C -4.87357 -0.61712 -0.82903 0.4 -0.7 0.3
Cl -5.04156 -0.92292 -2.55156 -0.3 0.1 -0.3
Cl -5.17667 -2.14412 0.10649 0.1 0.7 -0.2
H -3.82795 -0.34021 -0.69456 -0.3 0.1 0.3
H -5.59235 0.13829 -0.51152 0.2 -0.2 0.0
C -3.28096 -0.46403 4.70128 -0.3 -0.1 0.6
Cl -2.48565 0.85666 5.62074 -0.4 -0.5 -0.4
Cl -4.91906 -0.91614 5.44514 1.4 0.5 -0.8
H -3.38449 -0.14952 3.66279 -0.4 0.0 0.3
H -2.64279 -1.34704 4.73492 -0.2 0.2 0.2
C 4.65561 -2.98235 -2.34252 0.5 0.9 -0.1
Cl 5.04710 -1.96799 -3.78123 -0.2 -0.6 0.2
Cl 5.16579 -2.04152 -0.90276 -0.3 -0.6 -0.1
H 3.57830 -3.14774 -2.33106 0.3 0.0 0.1
H 5.24906 -3.89594 -2.37810 -0.3 0.2 -0.1
C -3.77156 5.24704 3.67124 0.9 0.7 1.0
Cl -2.59366 5.37744 5.05672 -0.4 -0.2 -0.5
Cl -3.10006 6.19876 2.29522 -0.7 -0.8 0.5
H -3.90758 4.17862 3.50371 0.2 0.3 -0.5
H -4.67404 5.70508 4.07600 0.1 0.0 -0.6
C -2.74225 -3.06673 -4.19543 -0.2 0.5 -0.1
Cl -2.41576 -4.11483 -5.59448 -0.3 0.0 -0.1
Cl -2.23930 -3.84145 -2.71344 0.3 -0.1 0.4
H -2.19453 -2.14277 -4.38092 0.1 -0.2 0.4
H -3.80023 -2.83710 -4.06877 0.1 -0.3 -0.5
```
Forces are in eV/Å.